Entry 1:
One molecule with the formula C15H20N2O2, computed with ωB97M-V with the def2-TZVPD basis set.

Last column: natural (NBO) charge in e.
Cartesian coordinates (Å):
C: 0.14100 3.66675 -3.35561  -0.37
C: -0.77798 3.96328 -2.45640  -0.20
C: -1.85030 3.00000 -2.03045  -0.27
N: -1.46442 2.27782 -0.82325  -0.45
C: -1.02685 0.98599 -0.98591  0.80
O: -1.26761 0.35697 -1.99710  -0.66
N: -0.33120 0.47085 0.08462  -0.62
C: 0.12341 -0.84199 0.25297  0.13
C: -0.30090 -1.90668 -0.53942  -0.22
C: 0.17177 -3.17751 -0.29802  -0.23
C: 1.07333 -3.43006 0.73683  0.27
C: 1.49274 -2.37043 1.53171  -0.25
C: 1.01850 -1.09338 1.28646  -0.24
H: 1.35470 -0.27956 1.91547  0.20
H: 2.18660 -2.51940 2.34416  0.21
O: 1.47123 -4.72619 0.88036  -0.50
C: 2.39699 -5.04713 1.89678  -0.06
C: 2.67384 -6.54036 1.81491  -0.62
H: 3.08142 -6.78760 0.83862  0.21
H: 3.38519 -6.82869 2.58370  0.21
H: 1.75056 -7.09579 1.95439  0.21
H: 1.98127 -4.79283 2.88261  0.17
H: 3.32872 -4.48111 1.75329  0.17
H: -0.14904 -4.00632 -0.90868  0.22
H: -0.98847 -1.72537 -1.34746  0.25
H: 0.05036 1.12019 0.75439  0.39
C: -1.29998 3.05747 0.38963  -0.26
C: -2.37803 4.09301 0.52640  -0.19
C: -2.14962 5.38164 0.69110  -0.38
H: -2.94946 6.09163 0.81151  0.21
H: -1.14871 5.78158 0.72051  0.19
H: -3.38742 3.70513 0.50687  0.21
H: -1.39408 2.38636 1.25140  0.22
H: -0.31392 3.54646 0.42138  0.19
H: -2.78801 3.53146 -1.84778  0.20
H: -2.00572 2.24111 -2.79928  0.26
H: -0.77608 4.92250 -1.95500  0.19
H: 0.91775 4.35973 -3.63344  0.20
H: 0.14844 2.71047 -3.85230  0.20

Computed properties:
LUMO energy (eV): 0.72
Strongest force on any atom (eV Å⁻¹): 0.53
Kohn-Sham gap (eV): 8.42
Total energy (hartree): -843.5345
Highest occupied orbital energy (eV): -7.706
Energy above the lowest of the compared OMol25 structures with the same formula, charge and spin (eV): 2.508



Entry 2:
One molecule with the formula C15H20N2O2, computed with ωB97M-V with the def2-TZVPD basis set.

Last column: natural (NBO) charge in e.
Cartesian coordinates (Å):
C: 6.67056 0.31176 0.11548  -0.64
C: 6.07024 -0.88636 0.84648  -0.06
O: 5.05578 -1.52730 0.10270  -0.50
C: 3.82335 -0.94937 -0.00087  0.28
C: 3.39126 0.17763 0.68212  -0.30
C: 2.10141 0.66085 0.50671  -0.24
C: 1.22196 0.02658 -0.35635  0.26
C: 1.65475 -1.11165 -1.04002  -0.22
C: 2.93117 -1.58973 -0.86538  -0.24
H: 3.26954 -2.46890 -1.38995  0.23
H: 0.96611 -1.60394 -1.70799  0.22
O: -0.06106 0.42327 -0.60952  -0.51
C: -0.55838 1.56777 0.04719  -0.06
C: -1.98857 1.79603 -0.43336  -0.41
C: -2.91265 0.66341 0.00426  -0.40
H: -2.49564 -0.28533 -0.33655  0.22
H: -2.97087 0.63359 1.09483  0.20
C: -4.32247 0.83672 -0.56851  -0.20
N: -5.20095 -0.21258 -0.13082  -0.34
C: -6.06517 -0.17997 0.91062  0.16
N: -6.67792 -1.31764 1.08177  -0.46
C: -6.19286 -2.14107 0.11668  -0.09
C: -5.27395 -1.47754 -0.64318  -0.11
H: -4.68778 -1.78380 -1.48510  0.21
H: -6.53662 -3.15210 0.03042  0.21
H: -6.22167 0.69625 1.50846  0.19
H: -4.74124 1.79362 -0.24277  0.20
H: -4.28015 0.83135 -1.66226  0.21
H: -2.34499 2.74853 -0.03717  0.21
H: -1.97793 1.85734 -1.52288  0.21
H: 0.05955 2.44401 -0.19568  0.18
H: -0.54541 1.41921 1.13643  0.17
H: 1.80626 1.54010 1.05774  0.21
H: 4.03913 0.70247 1.36648  0.21
H: 5.70077 -0.59358 1.83747  0.17
H: 6.83400 -1.65767 0.98112  0.19
H: 7.06250 -0.00467 -0.84782  0.22
H: 7.47932 0.73459 0.70524  0.21
H: 5.91864 1.07812 -0.05606  0.21

Computed properties:
LUMO energy (eV): 0.72
Strongest force on any atom (eV Å⁻¹): 0.61
Kohn-Sham gap (eV): 8.72
Total energy (hartree): -843.5512
Highest occupied orbital energy (eV): -7.994
Energy above the lowest of the compared OMol25 structures with the same formula, charge and spin (eV): 2.055



Entry 3:
One molecule with the formula C15H20N2O5S, computed with ωB97M-V with the def2-TZVPD basis set.

Last column: natural (NBO) charge in e.
Cartesian coordinates (Å):
N: -5.17716 -1.62246 0.66702  -1.08
S: -3.58700 -1.99544 0.25520  2.30
O: -2.88579 -2.30396 1.46949  -0.94
O: -3.59537 -2.96807 -0.80026  -0.94
C: -2.96221 -0.44780 -0.35593  -0.34
C: -2.01749 -0.47595 -1.36108  -0.20
C: -1.38653 0.70053 -1.72619  -0.15
C: -1.70482 1.89648 -1.09158  0.00
C: -2.69775 1.90844 -0.11597  -0.20
C: -3.32024 0.73289 0.26345  -0.18
H: -4.06459 0.71782 1.04206  0.24
H: -2.95432 2.83404 0.37569  0.22
C: -0.87779 3.12545 -1.34530  -0.44
H: -1.50689 4.00340 -1.49451  0.23
H: -0.26721 2.97931 -2.23734  0.21
C: 0.03621 3.36316 -0.12400  -0.22
N: 0.52390 2.10837 0.40560  -0.63
C: 0.01434 1.60095 1.54633  0.66
O: -0.66794 2.23239 2.32396  -0.62
C: 0.34074 0.12442 1.80447  -0.17
H: -0.28929 -0.47471 1.13367  0.22
H: 0.08797 -0.10665 2.84036  0.23
O: 1.70700 -0.24834 1.64669  -0.49
C: 2.16642 -0.53910 0.43090  0.82
O: 1.53613 -0.36572 -0.58784  -0.64
C: 3.54412 -1.12763 0.49906  -0.33
H: 4.04080 -0.77796 1.40288  0.23
C: 3.57197 -2.67042 0.35993  -0.37
H: 3.84564 -3.21170 1.26181  0.21
H: 2.63453 -3.06601 -0.02511  0.21
C: 4.65447 -2.54031 -0.72039  -0.40
H: 5.64870 -2.78234 -0.35154  0.20
H: 4.47385 -3.09062 -1.64019  0.21
C: 4.39170 -1.02900 -0.77994  -0.39
H: 5.26369 -0.38251 -0.71859  0.21
H: 3.78254 -0.73869 -1.63353  0.22
H: 0.92903 1.46227 -0.26146  0.42
H: 0.88173 3.99839 -0.40151  0.20
H: -0.51987 3.84074 0.68514  0.23
H: -0.62012 0.68000 -2.48618  0.21
H: -1.77418 -1.41818 -1.82505  0.24
H: -5.82865 -2.06889 0.04219  0.40
H: -5.37026 -1.85657 1.62762  0.41

Computed properties:
LUMO energy (eV): 0.63
Strongest force on any atom (eV Å⁻¹): 0.90
Kohn-Sham gap (eV): 10.17
Total energy (hartree): -1467.4919
Highest occupied orbital energy (eV): -9.533
Energy above the lowest of the compared OMol25 structures with the same formula, charge and spin (eV): 2.103



Which value of strongest force on any atom does entry 3 give? 0.90 eV Å⁻¹



What is the formula in the second record? C15H20N2O2